{"formula": "C29H49ClFN2O7PS", "method": "wB97M-V/def2-TZVPD", "species": ["O", "P", "O", "O", "C", "C", "Cl", "C", "F", "C", "C", "C", "C", "C", "C", "C", "C", "C", "N", "S", "N", "C", "H", "H", "H", "H", "H", "H", "H", "H", "H", "C", "C", "O", "C", "C", "H", "H", "H", "H", "H", "H", "H", "H", "H", "H", "C", "C", "O", "C", "C", "H", "H", "H", "H", "H", "H", "H", "H", "H", "H", "C", "C", "O", "C", "C", "H", "H", "H", "H", "H", "H", "H", "H", "H", "H", "C", "C", "O", "C", "C", "H", "H", "H", "H", "H", "H", "H", "H", "H", "H"], "coordinates": [[0.920656, 1.619857, 0.662842], [2.064120, 0.720353, 0.650753], [2.648489, 0.448633, 2.108496], [3.304708, 1.302343, -0.168485], [1.691328, -0.877968, -0.130415], [1.138038, -1.925597, 0.551726], [0.714779, -1.840048, 2.212598], [0.805497, -3.156659, -0.104567], [0.251618, -4.106985, 0.644171], [0.994426, -3.395791, -1.416224], [0.624145, -4.713411, -2.035443], [1.623827, -5.782942, -1.638164], [2.897659, -5.756254, -2.198903], [3.846337, -6.699779, -1.838979], [3.524958, -7.680467, -0.914626], [2.254697, -7.720328, -0.360812], [1.307076, -6.772481, -0.721450], [1.558747, -2.330670, -2.163183], [1.819766, -2.343051, -3.469730], [2.441120, -0.908021, -3.820538], [2.421851, -0.213030, -2.388704], [1.903905, -1.093727, -1.527294], [3.441689, -0.101048, 2.092839], [3.855744, 0.612100, -0.556224], [0.685702, -4.608270, -3.116243], [-0.384973, -4.985362, -1.732269], [3.145846, -4.991587, -2.924763], [4.826967, -6.652551, -2.290925], [4.258867, -8.419848, -0.626658], [2.009017, -8.492136, 0.354883], [0.319378, -6.805081, -0.281054], [1.409349, 4.859340, 0.063975], [0.924273, 5.905732, -0.922132], [1.959334, 6.523101, -1.670717], [2.758763, 5.653185, -2.448374], [1.987434, 4.858257, -3.488996], [2.128960, 5.298645, 0.758681], [0.573643, 4.455076, 0.634028], [1.891789, 4.019036, -0.434640], [0.436677, 6.722290, -0.388764], [0.172146, 5.475339, -1.594313], [3.332209, 4.977136, -1.803723], [3.479711, 6.303315, -2.945416], [1.265492, 4.179787, -3.033010], [2.678099, 4.257011, -4.082194], [1.446378, 5.528567, -4.158761], [-3.631047, -2.797208, -0.674858], [-3.157317, -3.785167, -1.724576], [-3.050286, -5.123198, -1.268601], [-4.248160, -5.722007, -0.808174], [-5.346789, -5.798473, -1.854201], [-2.973855, -2.824632, 0.196838], [-3.625058, -1.785493, -1.084246], [-4.645513, -3.009855, -0.333694], [-2.145226, -3.511673, -2.028859], [-3.782248, -3.731257, -2.622750], [-4.610467, -5.212657, 0.091978], [-3.960338, -6.729094, -0.505885], [-5.677665, -4.810348, -2.175834], [-6.212341, -6.320013, -1.444496], [-4.999257, -6.340762, -2.734552], [1.601690, 3.351660, 3.781847], [3.018131, 3.896142, 3.774407], [3.101739, 5.310763, 3.760137], [2.504087, 5.979995, 4.853160], [3.091762, 5.613563, 6.205728], [1.048831, 3.723183, 2.918981], [1.624027, 2.264032, 3.731104], [1.052855, 3.634876, 4.682159], [3.523397, 3.577315, 2.861716], [3.592529, 3.485801, 4.614176], [1.418924, 5.824707, 4.853532], [2.670324, 7.039779, 4.658480], [2.934836, 4.562325, 6.450297], [2.621203, 6.209562, 6.988621], [4.165401, 5.806426, 6.220341], [-4.382731, 3.310207, -0.891123], [-4.837522, 1.878109, -1.114785], [-3.881834, 0.902169, -0.742185], [-3.484077, 0.909021, 0.618692], [-4.623695, 0.672540, 1.595351], [-3.453261, 3.503895, -1.427650], [-5.144537, 4.001944, -1.252224], [-4.212698, 3.527376, 0.163985], [-5.007938, 1.711734, -2.178796], [-5.792891, 1.695750, -0.609183], [-2.953766, 1.836041, 0.860034], [-2.757720, 0.101041, 0.710107], [-5.373552, 1.463440, 1.553643], [-4.236701, 0.636687, 2.614196], [-5.121486, -0.274256, 1.378866]], "forces_ev_per_a": [[-0.12, 0.03, 0.22], [-0.18, 0.44, -0.41], [0.03, -0.20, -0.14], [0.00, -0.28, 0.24], [0.29, -0.13, 0.35], [-0.19, -0.10, -0.18], [-0.05, -0.01, 0.14], [-0.01, 0.37, 0.32], [-0.09, -0.17, 0.18], [-0.15, -0.24, -0.38], [0.41, -0.10, -0.03], [-0.07, 0.10, -0.06], [0.00, -0.06, 0.07], [-0.08, 0.19, -0.09], [0.03, -0.13, 0.07], [0.09, 0.03, -0.05], [0.00, -0.10, 0.10], [0.04, 0.21, 0.28], [0.05, 0.05, -0.11], [-0.01, -0.14, -0.22], [0.10, 0.15, 0.11], [0.03, -0.02, -0.16], [0.05, 0.04, 0.17], [0.05, 0.15, -0.27], [-0.30, 0.09, -0.08], [-0.07, -0.12, -0.06], [-0.01, 0.05, -0.04], [0.09, -0.10, 0.03], [0.05, -0.03, 0.00], [-0.06, -0.02, 0.04], [-0.06, 0.04, -0.01], [0.19, 0.09, -0.02], [-0.11, -0.08, 0.06], [-0.01, 0.09, -0.03], [0.08, -0.05, -0.01], [-0.09, 0.03, 0.02], [-0.03, 0.00, 0.03], [-0.03, -0.01, -0.02], [-0.08, -0.06, 0.01], [0.03, 0.03, -0.02], [0.02, -0.02, -0.02], [-0.04, -0.03, 0.01], [0.00, 0.02, 0.01], [0.04, -0.04, 0.01], [0.02, 0.01, -0.01], [0.01, 0.00, -0.01], [-0.05, -0.03, 0.08], [0.08, 0.14, 0.00], [0.16, -0.04, -0.04], [-0.08, -0.04, 0.06], [0.05, 0.05, -0.07], [0.02, 0.00, 0.00], [0.00, 0.01, 0.01], [-0.02, 0.02, -0.05], [0.00, -0.04, -0.06], [-0.04, -0.01, 0.03], [-0.01, 0.04, -0.03], [0.03, 0.00, 0.00], [-0.03, 0.00, 0.04], [0.01, -0.02, 0.01], [0.00, -0.01, 0.00], [-0.09, 0.13, 0.04], [0.01, -0.12, -0.01], [0.07, 0.05, -0.07], [-0.07, 0.05, 0.04], [0.05, -0.06, -0.03], [0.00, -0.05, -0.02], [0.00, -0.01, -0.04], [0.05, -0.03, 0.04], [0.01, 0.02, -0.01], [-0.02, 0.02, 0.02], [0.01, -0.04, 0.02], [0.00, 0.00, -0.03], [-0.05, 0.01, 0.01], [0.00, 0.02, -0.01], [0.00, 0.01, 0.00], [0.07, -0.02, 0.05], [-0.05, 0.06, -0.04], [0.04, -0.13, -0.06], [0.03, 0.02, 0.12], [-0.06, 0.00, -0.07], [0.00, 0.00, -0.01], [-0.01, 0.00, -0.03], [-0.05, 0.01, 0.00], [0.01, -0.03, 0.00], [0.02, 0.01, 0.04], [-0.02, 0.01, 0.00], [0.03, 0.01, -0.07], [0.03, 0.03, 0.04], [0.02, -0.01, 0.00], [0.00, -0.01, 0.01]], "lowdin_charge": [-0.235, 0.424, -0.152, -0.118, -0.184, -0.545, 0.803, -0.249, 0.081, -0.086, -0.066, -0.214, -0.039, -0.083, -0.095, -0.078, -0.037, -0.302, -0.211, 1.048, -0.241, -0.331, 0.092, 0.072, 0.121, 0.109, 0.110, 0.101, 0.100, 0.102, 0.115, -0.079, -0.275, -0.159, -0.286, -0.081, 0.083, 0.068, 0.053, 0.117, 0.106, 0.107, 0.116, 0.065, 0.073, 0.079, -0.067, -0.274, -0.171, -0.280, -0.078, 0.082, 0.072, 0.070, 0.104, 0.112, 0.108, 0.118, 0.066, 0.077, 0.081, -0.072, -0.277, -0.163, -0.285, -0.082, 0.067, 0.062, 0.069, 0.114, 0.107, 0.107, 0.118, 0.064, 0.075, 0.080, -0.077, -0.283, -0.173, -0.278, -0.075, 0.081, 0.076, 0.066, 0.117, 0.107, 0.110, 0.110, 0.066, 0.078, 0.076], "total_energy_ev": -83545.47640, "homo_lumo_gap_ev": 7.94, "charge": 0, "max_force_ha_per_bohr": 0.0122}